Record 1
Entry from the Open Molecules 2025 dataset: a single C5H9Br3O molecule at a distorted geometry (ωB97M-V with the def2-TZVPD basis set).

DFT total energy = -7992.98658 Eh
Lowest unoccupied orbital energy (alpha / beta) = 0.2033 / -4.1829 eV
Molecular weight = 324.8 g/mol
Energy above the lowest of the compared OMol25 structures with the same formula, charge and spin = 6.0 kcal per mole
Frontier orbital gap (alpha / beta) = 7.0 / 5.8 eV
2S+1 = 3
Charge = 0

Each line ends with the Mulliken spin population.
Cartesian coordinates (Å):
C1 0.34214 -0.34591 -1.81356  0.05
C2 -1.20351 -0.38218 1.82192  0.03
C3 1.34503 0.87952 0.25463  0.02
C4 0.27597 -0.37721 -0.26170  -0.02
C5 -1.14389 -0.13189 0.34535  0.63
O1 1.49126 1.78491 -0.80348  0.00
Br1 3.18485 -0.09473 0.52255  0.02
Br2 -1.95288 -2.12901 -0.22382  1.21
Br3 -2.48886 1.26120 -0.33893  0.02
H1 -0.11422 0.57242 -2.09375  -0.01
H2 -0.11343 -1.31868 -2.15700  -0.01
H3 1.41125 -0.40205 -2.11848  0.00
H4 -0.69561 -1.36003 2.08125  0.00
H5 -2.28699 -0.42175 2.21380  0.01
H6 -0.72597 0.47229 2.40027  0.04
H7 1.24218 1.52550 1.20289  0.00
H8 0.84122 -1.29360 0.18612  0.01
H9 0.59145 1.76119 -1.21807  0.00

Record 2
Entry from the Open Molecules 2025 dataset: 2 unconnected molecules or ions with the total composition C5H9BrN3O2 at a distorted geometry (ωB97M-V with the def2-TZVPD basis set).

DFT total energy = -3084.30565 Eh
Lowest unoccupied orbital energy = -4.0071 eV
Molecular weight = 223.1 g/mol
Energy above the lowest of the compared OMol25 structures with the same formula, charge and spin = 57.3 kcal per mole
Frontier orbital gap = 9.2 eV
Charge = +1

Each line ends with the Löwdin charge.
Cartesian coordinates (Å):
C1 1.09173 -0.02348 -0.62186  -0.37
C2 -0.14231 0.61314 1.24896  -0.03
C3 -0.32295 1.61744 0.07029  -0.12
C4 1.46870 -1.45999 1.30593  0.03
C5 -2.69167 0.15932 -1.39098  -0.51
N1 0.98345 -0.21428 0.66865  -0.05
N2 0.30353 0.96305 -1.07166  0.14
N3 -2.32208 -0.88826 -0.99518  -0.21
O1 1.99015 -0.59264 -1.43775  0.19
O2 -1.60351 -1.63435 -0.45516  0.04
Br1 -4.03612 1.06031 -2.43196  0.75
H1 0.25980 1.00195 2.20138  0.15
H2 -1.04272 0.15891 1.38307  0.08
H3 -1.30864 2.03671 -0.02508  0.10
H4 0.12065 2.64290 0.34182  0.15
H5 2.51558 -1.41156 1.20602  0.08
H6 1.10777 -1.40698 2.31882  0.10
H7 1.09082 -2.40394 0.75700  0.14
H8 2.41882 -1.38539 -1.03766  0.15
H9 0.11897 1.16714 -2.03468  0.17

Record 3
Entry from the Open Molecules 2025 dataset: a single C5H9BrSi molecule at a distorted geometry (ωB97M-V with the def2-TZVPD basis set).

Structure (SMILES) = C[Si](C)(C)C#CBr
DFT total energy = -3059.34851 Eh
Lowest unoccupied orbital energy = 0.3613 eV
Molecular weight = 177.1 g/mol
Energy above the lowest of the compared OMol25 structures with the same formula, charge and spin = 34.7 kcal per mole
Frontier orbital gap = 10.2 eV
Charge = 0

Each line ends with the Löwdin charge.
Cartesian coordinates (Å):
Br1 0.04165 4.75524 -0.38971  0.66
C1 -0.04906 2.87667 -0.02573  -0.59
C2 -0.00365 1.68159 0.21509  -0.19
C3 -1.03889 -0.72564 1.52524  -0.18
C4 1.91148 -0.82330 -0.18218  -0.16
C5 -0.87680 -0.52258 -1.32154  -0.22
Si1 0.07224 -0.08702 0.11426  0.43
H1 -1.48834 -1.73214 1.53487  0.04
H2 -1.83833 0.00402 1.51066  0.02
H3 -0.56599 -0.63184 2.47968  0.01
H4 2.57537 -0.10888 0.30870  0.01
H5 2.33841 -1.02148 -1.16509  0.02
H6 2.00513 -1.82465 0.26079  0.02
H7 -0.30798 0.02294 -2.07300  0.04
H8 -1.87858 -0.23143 -1.16971  0.02
H9 -0.89667 -1.63149 -1.62234  0.08

Record 4
Entry from the Open Molecules 2025 dataset: a single C5H9Cl molecule at a distorted geometry (ωB97M-V with the def2-TZVPD basis set).

Structure (SMILES) = CC(C)=C(C)Cl
DFT total energy = -655.97154 Eh
Lowest unoccupied orbital energy = 0.8785 eV
Molecular weight = 104.6 g/mol
Energy above the lowest of the compared OMol25 structures with the same formula, charge and spin = 79.2 kcal per mole
Frontier orbital gap = 9.7 eV
Charge = 0

Each line ends with the Löwdin charge.
Cartesian coordinates (Å):
C1 0.59579 -1.96597 -0.03603  -0.05
C2 0.22710 -0.42342 -0.17251  -0.33
C3 1.50411 0.47970 0.02955  -0.08
C4 -0.97130 0.14233 -0.07039  -0.85
C5 -1.48709 1.42653 -0.04332  -0.22
H1 -0.31050 -2.29736 -0.28073  -0.05
H2 1.47047 -2.20060 -0.73380  0.11
H3 0.76320 -2.27089 0.97361  0.07
H4 2.37775 0.34714 -0.71373  0.09
H5 1.17210 1.62054 0.20961  0.08
H6 1.72776 0.38413 1.13524  0.08
H7 -1.62926 2.02978 1.06934  0.14
H8 -0.62048 2.18350 -0.72176  0.15
H9 -2.60641 1.55132 -0.66146  0.13
Cl1 -2.21323 -1.00673 0.01639  0.73

Record 5
Entry from the Open Molecules 2025 dataset: a single C5H9ClN2 molecule at a distorted geometry (ωB97M-V with the def2-TZVPD basis set).

Structure (SMILES) = C=C(Cl)[C@H]1NC[C@H]1N
DFT total energy = -765.56165 Eh
Lowest unoccupied orbital energy = 0.8430 eV
Molecular weight = 132.6 g/mol
Energy above the lowest of the compared OMol25 structures with the same formula, charge and spin = 42.9 kcal per mole
Frontier orbital gap = 9.8 eV
Charge = 0

Each line ends with the Löwdin charge.
Cartesian coordinates (Å):
C1 -0.38356 0.45715 1.13042  -0.34
C2 1.09839 0.48966 1.50370  -0.19
C3 -0.07850 -0.72198 0.14625  -0.30
C4 -0.03198 -0.45539 -1.32062  -0.72
C5 -0.73103 -1.17997 -2.20545  0.00
H1 -1.94988 1.44893 0.28609  0.07
H2 -0.52755 2.04106 -0.22034  0.04
H3 -0.99517 0.14123 1.99866  0.14
H4 1.58972 1.40095 1.04950  0.11
H5 1.38278 0.49248 2.56227  0.10
H6 2.00034 -0.96619 0.23881  0.06
H7 -0.69844 -1.65189 0.29473  0.14
H8 -0.64868 -1.05721 -3.26494  0.05
H9 -1.36551 -2.02838 -1.86211  0.08
N1 -1.01567 1.66465 0.60104  0.03
N2 1.26897 -0.82228 0.86850  0.00
Cl1 1.08577 0.74719 -1.80651  0.73

Record 6
Entry from the Open Molecules 2025 dataset: a molecular structure, C5H9ClNO4V at a distorted geometry (ωB97M-V with the def2-TZVPD basis set).

DFT total energy = -1955.48372 Eh
Lowest unoccupied orbital energy = -5.5510 eV
Molecular weight = 233.5 g/mol
Frontier orbital gap = 3.6 eV
Charge = 0

Each line ends with the Löwdin charge.
Cartesian coordinates (Å):
N1 0.31916 -1.50660 1.07131  0.03
C1 0.47892 -0.73985 -0.21008  -0.29
C2 -0.76190 -0.87725 -1.20911  -0.15
C3 -1.94733 0.16608 -0.97820  -0.24
C4 -2.99228 -0.27157 0.16408  -0.56
Cl1 -2.50311 0.22938 1.85010  0.53
C5 0.88914 0.75339 0.14450  -0.47
O1 0.31005 1.50594 0.95095  0.06
O2 2.03782 1.27934 -0.45970  0.00
H1 0.84410 -2.38187 0.90113  0.08
H2 -0.67288 -1.76944 1.12953  0.04
H3 1.38062 -1.19430 -0.75621  0.15
H4 -1.21030 -1.92065 -1.04481  0.12
H5 -0.39855 -0.82704 -2.28441  0.12
H6 -1.59031 1.24095 -0.84960  0.11
H7 -2.56230 0.17145 -1.94950  0.11
H8 -3.98132 0.25949 -0.06442  0.08
H9 -3.20425 -1.37865 0.05290  0.08
O3 5.71479 0.84557 0.68416  -0.52
V1 5.15915 2.41479 1.16883  1.25
O4 4.69076 4.00083 1.68855  -0.52